No. 1
# C39H76FO23S9Zr

A molecular structure, C39H76FO23S9Zr at a distorted geometry (the ωB97M-V functional and the def2-TZVPD basis, the Open Molecules 2025 dataset).

ORCA input file:
```
! RIJCOSX wB97M-V def2-TZVPD def2/J DEFGRID3
* xyz -1 1
Zr 2.7771 -1.2346 -1.7339
C -0.6712 8.2001 6.5652
O 2.0925 0.2558 -0.4268
O -0.0857 8.6592 5.8120
O -3.2450 7.0751 2.2079
F 0.9415 -1.9759 -1.2705
O 3.7044 -2.6013 -0.6491
C 5.1270 -2.4462 -0.7000
C 5.8436 -1.6117 -1.9098
O 4.7411 -0.6811 -2.2540
H 5.5269 -3.5234 -0.5747
H 5.3617 -1.8942 0.1719
H 6.0955 -2.0515 -2.8591
H 6.8014 -1.1844 -1.4773
C 3.2362 -4.0988 -6.9855
C 4.7538 -3.9957 -6.5156
C 4.6922 -3.5621 -5.0729
S 3.3911 -2.3071 -5.1525
O 3.8002 -1.2407 -5.9977
O 2.8816 -1.9922 -3.8195
C 2.2750 -3.3019 -5.9871
H 2.8764 -5.0765 -7.1648
H 3.0669 -3.5252 -7.9108
H 5.1526 -3.2361 -7.1782
H 5.4092 -4.9236 -6.5521
H 5.5784 -2.9570 -4.8074
H 4.3770 -4.3442 -4.4111
H 1.5696 -2.6983 -6.5450
H 1.7483 -3.9687 -5.2732
C -2.4079 6.6888 -0.2211
C -1.0379 6.2388 0.5497
C -0.1066 7.4473 0.6290
S -0.6687 8.4589 -0.7605
O -0.4224 7.7489 -2.0624
O -0.1108 9.8188 -0.5463
C -2.3352 8.2339 -0.3016
H -3.2330 6.4645 0.4787
H -2.4955 6.2526 -1.1887
H -0.5477 5.4772 0.0269
H -1.3530 5.8620 1.5273
H 0.9235 7.1416 0.4327
H -0.0625 8.0905 1.5241
H -2.9700 8.5308 -1.1317
H -2.5731 8.7438 0.6876
C -2.4392 0.4676 3.0398
C -3.2400 -0.0892 4.2482
C -4.3272 -0.9607 3.5981
S -3.2596 -1.9878 2.3819
O -4.1381 -2.3161 1.2849
O -2.6706 -3.0580 3.1928
C -2.0373 -0.6820 2.0939
H -1.4984 0.8369 3.4556
H -2.8802 1.3283 2.5164
H -3.5374 0.6942 4.9411
H -2.4996 -0.7423 4.7443
H -5.0899 -0.3502 3.0599
H -4.8738 -1.6542 4.2415
H -2.0763 -0.4483 1.0330
H -1.0607 -1.1463 2.3378
C -1.9072 -2.8828 -2.7387
C -2.7686 -4.0609 -3.2734
C -3.9106 -3.3435 -4.1279
S -4.1168 -1.7637 -3.3366
O -5.3919 -1.8221 -2.6392
O -3.9232 -0.6740 -4.1855
C -2.8482 -1.8152 -2.1263
H -1.2343 -2.4149 -3.4483
H -1.3627 -3.2449 -1.8657
H -3.1532 -4.7121 -2.5156
H -2.2246 -4.6800 -3.9616
H -4.8531 -3.8781 -4.0942
H -3.6792 -3.1840 -5.1920
H -3.3122 -2.2066 -1.1865
H -2.4594 -0.8017 -2.1108
C -0.5406 3.0569 -2.6176
C 0.6577 3.6601 -3.3776
C 1.0174 2.7028 -4.5271
S 0.8870 1.0919 -3.8035
O 2.1628 0.6653 -3.2637
O 0.3179 0.1309 -4.6916
C -0.1244 1.5540 -2.3988
H -1.3492 3.0100 -3.3142
H -0.7912 3.4556 -1.6868
H 1.5303 3.7763 -2.7415
H 0.5368 4.6211 -3.8802
H 2.0565 2.8398 -4.8744
H 0.2531 2.7036 -5.3321
H 0.4087 1.5132 -1.4393
H -1.0539 0.9643 -2.3339
C 3.2284 5.7112 7.5476
C 2.4986 4.4814 7.1530
C 3.0780 3.2216 7.8204
S 4.1919 3.8599 9.0362
O 5.5536 3.9573 8.5728
O 3.7939 3.0450 10.1852
C 3.5404 5.5521 9.0518
H 2.4708 6.5367 7.5286
H 4.1908 5.9518 7.0740
H 2.5753 4.3691 6.0752
H 1.4437 4.7524 7.2622
H 3.4848 2.5396 7.0708
H 2.3690 2.6467 8.3943
H 4.1172 6.3069 9.4610
H 2.6125 5.4509 9.6896
C -0.4004 -6.2800 -1.3096
C 0.8599 -6.6783 -0.4167
C 1.9916 -5.7357 -0.8646
S 1.8940 -5.8375 -2.5915
O 2.1805 -7.2367 -2.9257
O 2.5807 -4.7285 -3.2718
C 0.0832 -5.5407 -2.5145
H -0.9301 -5.5237 -0.7585
H -1.0424 -7.1131 -1.5673
H 1.0945 -7.7239 -0.6826
H 0.6696 -6.6107 0.6276
H 3.0136 -5.9325 -0.4959
H 1.7666 -4.6808 -0.6214
H -0.2908 -5.9848 -3.4458
H -0.0315 -4.4531 -2.5533
C -5.3008 1.1748 -0.2217
C -5.2237 2.6693 0.0006
C -6.6330 3.3193 0.2538
S -7.6310 1.8804 0.5358
O -9.0029 2.0425 0.0609
O -7.4334 1.4191 1.9085
C -6.7559 0.9774 -0.6409
H -5.1495 0.6492 0.7517
H -4.6752 0.8194 -1.0653
H -4.6858 3.0851 -0.9116
H -4.5843 2.9109 0.8648
H -7.0302 3.9169 -0.5797
H -6.7189 3.9416 1.1246
H -6.8019 1.5003 -1.6324
H -7.2058 -0.0195 -0.6578
C 1.3493 -4.4058 2.8268
C 1.7036 -3.0929 2.1148
C 3.0155 -2.5535 2.7215
S 3.9427 -3.9788 3.2960
O 4.1053 -4.0033 4.7286
O 5.1319 -4.2670 2.5197
C 2.6778 -5.2040 2.7768
H 0.5426 -4.9779 2.3217
H 1.2068 -4.2197 3.8577
H 0.9542 -2.2816 2.2452
H 1.9059 -3.3376 1.0425
H 2.7622 -1.9662 3.6403
H 3.5720 -1.9292 1.9873
H 2.7050 -5.9738 3.5198
H 3.0562 -5.5276 1.8219
*
```

The value obtained for the HOMO-LUMO gap is 1.566 eV. The value obtained for the HOMO energy is -4.0748 eV. For the maximum force, the calculation gives 10.42 eV/Å.



No. 2
# C39H81N3O21S3

12 unconnected molecules or ions with the total composition C39H81N3O21S3 at a distorted geometry (the ωB97M-V functional and the def2-TZVPD basis, the Open Molecules 2025 dataset).

ORCA input file:
```
! RIJCOSX wB97M-V def2-TZVPD def2/J DEFGRID3
* xyz 0 1
O 0.2741 -0.2758 -3.9364
S -1.0371 0.1329 -4.3741
O -1.5070 1.4633 -4.1266
O -1.2592 -0.2702 -5.9026
C -2.4787 -0.9943 -6.1078
C -2.6020 -1.7834 -4.7815
O -2.1123 -0.9044 -3.7813
H -3.2494 -0.2188 -6.0990
H -2.4252 -1.6462 -6.9692
H -1.9847 -2.6850 -4.8179
H -3.6201 -2.0613 -4.5158
O 5.2248 -2.3811 -3.7500
S 5.6448 -1.0152 -3.6367
O 6.9003 -0.6867 -4.2582
O 4.4957 0.0101 -4.0510
C 3.7297 0.5088 -2.9315
C 4.5709 0.2817 -1.6940
O 5.6536 -0.5403 -2.0849
H 3.5526 1.5572 -3.1803
H 2.7254 0.0940 -2.9909
H 4.0269 -0.2182 -0.8940
H 4.9703 1.1848 -1.2301
O -0.7463 7.0154 3.5328
S -0.8709 5.6817 4.0564
O -0.4827 5.5174 5.4321
O -2.3884 5.1687 3.7736
C -2.4775 4.3680 2.6020
C -1.0868 3.7603 2.4093
O -0.1782 4.6159 3.0749
H -3.1854 3.5700 2.8237
H -2.9134 4.9535 1.7934
H -0.9375 3.5973 1.3470
H -1.1207 2.8192 2.9526
C 5.2404 4.7524 1.2440
N 5.5136 3.3751 1.5660
C 4.6025 2.3910 1.5535
C 3.1687 2.7273 1.2142
O 4.8713 1.2189 1.7829
H 6.1470 5.3221 1.0316
H 4.7638 5.2932 2.0662
H 4.6601 4.9241 0.3352
H 6.4738 3.1608 1.7746
H 2.9650 2.8197 0.1407
H 2.6798 3.6052 1.6437
H 2.5204 1.8912 1.4743
C -4.4633 2.1055 -2.2893
N -4.2949 1.2189 -1.1615
C -3.9058 1.5987 0.0777
C -3.7336 0.4773 1.0924
O -3.7105 2.7723 0.3721
H -4.9239 1.5227 -3.0886
H -3.5003 2.4596 -2.6572
H -5.1530 2.9236 -2.0835
H -4.5129 0.2491 -1.2961
H -3.5889 -0.4326 0.5061
H -4.6917 0.3445 1.6015
H -2.9679 0.7200 1.8171
C -2.9745 -2.8463 -1.0142
N -4.2434 -3.0608 -1.6520
C -4.5108 -4.2065 -2.3453
C -5.9361 -4.3893 -2.7972
O -3.6594 -5.0463 -2.5748
H -2.3113 -3.6805 -1.2250
H -2.9755 -2.7733 0.0795
H -2.4657 -1.9267 -1.3187
H -5.0283 -2.4600 -1.4744
H -6.0795 -5.3844 -3.1982
H -6.1274 -3.6835 -3.6118
H -6.5849 -4.1191 -1.9636
C 0.5964 -3.4324 -2.4834
C 2.0516 -3.4371 -2.9020
C 2.4297 -4.9433 -2.7401
O 1.3557 -5.5713 -2.0382
C 0.5074 -4.5540 -1.4629
H -0.0647 -3.6096 -3.3345
H 0.2651 -2.4964 -2.0229
H 2.6132 -2.8305 -2.1886
H 2.2295 -3.0735 -3.9110
H 3.4285 -5.0004 -2.2988
H 2.4081 -5.5136 -3.6729
H 0.9609 -4.3891 -0.4809
H -0.5057 -4.9425 -1.3705
C 0.0277 -4.0129 4.0361
C -1.4219 -3.5752 4.2382
C -1.8461 -3.2999 2.7970
O -0.6407 -2.8029 2.1733
C 0.4944 -2.9750 3.0163
H 0.1556 -4.9961 3.5830
H 0.5724 -3.9753 4.9798
H -1.4721 -2.6781 4.8519
H -1.9685 -4.3908 4.7131
H -2.6622 -2.5897 2.6619
H -2.0194 -4.2154 2.2222
H 0.6736 -1.9974 3.4892
H 1.4217 -3.2302 2.5034
C -1.5144 0.6062 4.4354
C -0.6171 1.5438 5.1918
C -1.5753 2.2065 6.1965
O -2.5654 1.1972 6.4357
C -2.5051 0.1420 5.5076
H -1.0949 -0.2336 3.8813
H -2.1486 1.1914 3.7578
H -0.0833 2.2639 4.5719
H 0.1486 1.0046 5.7575
H -1.9580 3.1191 5.7374
H -1.0554 2.3260 7.1430
H -3.4852 -0.0637 5.0639
H -2.1876 -0.7854 6.0014
C -0.2104 1.1156 0.2780
C -0.1289 -0.3107 0.7793
C 1.2363 -0.7924 0.2561
O 1.6594 0.1594 -0.7154
C 0.6069 1.0229 -1.0234
H 0.3077 1.8743 0.8685
H -1.1655 1.5932 0.0385
H -0.9288 -0.9159 0.3563
H -0.1363 -0.3596 1.8642
H 1.0874 -1.7971 -0.1476
H 1.9693 -0.8316 1.0650
H 0.0007 0.7630 -1.8926
H 0.9835 2.0282 -1.2501
C -1.9946 4.5484 -3.5313
C -1.4605 4.1634 -2.1376
C -1.8214 5.4062 -1.2784
O -2.6632 6.2109 -2.0829
C -3.1273 5.4949 -3.2056
H -2.2608 3.7554 -4.2284
H -1.1883 5.0645 -4.0588
H -0.3810 4.0384 -2.2221
H -1.8922 3.2445 -1.7421
H -0.9232 5.9579 -0.9918
H -2.3828 5.1743 -0.3668
H -3.3532 6.2396 -3.9755
H -4.1112 5.0208 -3.0769
C 4.6730 -3.1109 2.0255
C 4.5089 -3.1648 0.5141
C 5.9731 -3.2986 0.0108
O 6.8083 -2.8752 1.0930
C 5.9881 -2.3492 2.1130
H 4.7992 -4.1226 2.4250
H 3.8363 -2.6345 2.5349
H 4.0755 -2.2132 0.1920
H 3.8309 -3.9495 0.1746
H 6.0703 -2.6348 -0.8460
H 6.2267 -4.3401 -0.1866
H 5.7343 -1.2963 1.9189
H 6.4366 -2.3463 3.1060
*
```

The value obtained for the HOMO-LUMO gap is 8.621 eV. Its SMILES is O=S1(=O)OCCO1.O=S1(=O)OCCO1.O=S1(=O)OCCO1.CNC(C)=O.CNC(C)=O.CNC(C)=O.C1CCOC1.C1CCOC1.C1CCOC1.C1CCOC1.C1CCOC1.C1CCOC1. The value obtained for the HOMO energy is -9.0755 eV. For the maximum force, the calculation gives 2.20 eV/Å.



No. 3
# C39H81O14P4

4 unconnected molecules or ions with the total composition C39H81O14P4 at a distorted geometry (the ωB97M-V functional and the def2-TZVPD basis, the Open Molecules 2025 dataset).

ORCA input file:
```
! RIJCOSX wB97M-V def2-TZVPD def2/J DEFGRID3
* xyz -1 1
C 3.6020 6.2660 -2.2402
C 3.5325 5.2458 -3.2070
C 3.2148 3.8145 -2.8156
P 3.5263 2.4302 -4.0805
C 4.3971 1.2543 -2.8101
C 4.1086 1.0521 -1.5201
C 2.6262 3.3517 -5.5346
C 1.3249 4.1176 -5.2277
O 0.4493 4.0180 -6.3913
C -0.0472 5.2681 -6.7961
C -0.6726 5.0879 -8.2263
C 1.9039 1.4463 -3.6238
O 2.1759 0.0282 -3.7651
C 1.3256 -0.7629 -2.9681
C -0.1960 -0.4251 -3.0333
C -0.6550 0.2325 -1.6803
C 5.2707 3.1324 -4.6550
C 6.4204 3.0527 -3.6667
C 6.6245 3.9625 -2.6160
C 7.7113 3.9026 -1.7458
C 8.6942 2.9196 -1.8729
C 8.5173 1.9933 -2.9105
C 7.4326 2.0533 -3.7918
C 7.4182 0.9589 -4.8719
H 4.5155 6.3855 -1.6383
H 2.7732 6.9780 -2.1202
H 3.6914 5.5519 -4.2574
H 2.1376 3.8203 -2.5542
H 3.7271 3.6995 -1.8325
H 3.7494 1.3483 -5.0532
H 5.1744 0.5908 -3.2299
H 4.8097 0.5490 -0.8329
H 3.1342 1.3061 -1.0715
H 3.2856 4.0430 -6.0968
H 2.3521 2.5783 -6.2781
H 0.7706 3.8072 -4.3274
H 1.5194 5.2027 -5.1103
H 0.7248 6.0526 -6.8959
H -0.8647 5.6200 -6.1345
H -0.7706 4.0225 -8.4691
H -1.6675 5.5618 -8.2206
H -0.0568 5.6069 -8.9798
H 1.5367 1.6766 -2.6055
H 1.0748 1.6112 -4.3385
H 1.4320 -1.8078 -3.3278
H 1.7055 -0.7566 -1.9235
H -0.4830 0.1651 -3.9139
H -0.7579 -1.3753 -3.1039
H 0.2439 0.5429 -1.1226
H -1.1581 -0.5357 -1.0674
H -1.2780 1.1289 -1.8197
H 5.2289 4.1659 -5.0427
H 5.5823 2.5310 -5.5249
H 5.9319 4.7929 -2.4543
H 7.8325 4.6622 -0.9635
H 9.5475 2.9003 -1.1908
H 9.2764 1.2066 -3.0038
H 8.4799 0.7235 -5.0818
H 6.9731 0.0469 -4.4454
H 6.9837 1.2677 -5.8283
O -3.1257 -4.0565 -4.3694
P -3.4259 -4.8550 -5.6001
O -2.8677 -6.3385 -5.1629
C -3.5052 -7.0179 -4.0868
C -4.9186 -7.4422 -4.4418
O -2.1690 -4.3163 -6.5133
C -1.7923 -2.9320 -6.4708
C -0.4663 -2.7814 -5.7588
O -4.1985 -5.4234 -6.9416
C -3.5564 -5.9042 -8.1243
C -3.0499 -7.3256 -8.0042
H -3.5013 -6.3885 -3.1928
H -2.9004 -7.8995 -3.8694
H -5.5593 -6.5708 -4.6082
H -5.3539 -8.0388 -3.6384
H -4.9286 -8.0292 -5.3606
H -2.5645 -2.3296 -5.9907
H -1.7007 -2.5864 -7.5034
H -0.4986 -3.2189 -4.7608
H -0.1895 -1.7300 -5.6683
H 0.3210 -3.3047 -6.3048
H -2.7760 -5.2330 -8.4731
H -4.3300 -5.8815 -8.8967
H -2.1485 -7.3762 -7.3945
H -2.8015 -7.7162 -8.9931
H -3.7997 -7.9728 -7.5477
O 0.5190 -3.6665 4.9176
P -0.3283 -2.5774 4.3340
O 0.7447 -1.8030 3.3722
C 1.2963 -2.4987 2.2539
C 0.2495 -2.7749 1.1928
O -0.3205 -1.5844 5.6545
C -0.4282 -2.1404 6.9650
C 0.8963 -2.0001 7.6856
O -1.6303 -1.7875 3.7092
C -1.9380 -0.4036 3.9059
C -1.1444 0.5255 3.0128
H 1.7692 -3.4269 2.5855
H 2.0796 -1.8618 1.8421
H -0.5183 -3.4602 1.5686
H 0.7064 -3.2230 0.3096
H -0.2563 -1.8555 0.8976
H -0.7469 -3.1831 6.9276
H -1.2007 -1.5803 7.4970
H 1.7042 -2.4584 7.1155
H 0.8566 -2.4659 8.6724
H 1.1528 -0.9458 7.8064
H -1.8673 -0.1080 4.9502
H -2.9956 -0.3080 3.6447
H -0.1140 0.6210 3.3532
H -1.5892 1.5225 3.0255
H -1.1247 0.1619 1.9851
O -3.7724 -0.9932 11.4470
P -4.6201 0.0859 10.8468
O -3.5348 0.8581 9.8905
C -2.9678 0.1516 8.7890
C -3.9987 -0.1389 7.7142
O -4.6341 1.0883 12.1579
C -4.7551 0.5405 13.4721
C -3.4416 0.6892 14.2110
O -5.9156 0.8647 10.1973
C -6.2316 2.2480 10.3810
C -5.4280 3.1753 9.4952
H -2.4997 -0.7723 9.1386
H -2.1795 0.7839 8.3778
H -4.7715 -0.8197 8.0859
H -3.5275 -0.5983 6.8434
H -4.5006 0.7766 7.4001
H -5.0676 -0.5039 13.4365
H -5.5383 1.1005 13.9901
H -2.6237 0.2306 13.6554
H -3.4941 0.2281 15.1992
H -3.1905 1.7448 14.3304
H -6.1782 2.5497 11.4238
H -7.2850 2.3378 10.1032
H -4.4034 3.2768 9.8511
H -5.8771 4.1705 9.4954
H -5.3911 2.8057 8.4702
*
```

The value obtained for the HOMO-LUMO gap is 4.186 eV. The value obtained for the HOMO energy is -3.7785 eV. For the maximum force, the calculation gives 7.83 eV/Å.